(a)
Here is a cluster of 2 separate species, C5H7IN in total from the OMol25 dataset. Energies are from ωB97M-V/def2-TZVPD.

```
14
Properties=species:S:1:pos:R:3:nbo_charge:R:1
C 0.373 0.417 0.958 0.68
C 1.234 -1.975 -1.523 -0.31
C -1.642 0.822 -0.362 -0.10
C 1.480 0.117 1.825 -0.73
C -1.860 1.559 -1.426 -0.23
N -0.526 0.796 0.333 -0.24
I 0.655 -3.286 0.009 0.21
H -2.382 0.303 0.292 0.25
H 2.311 0.741 1.513 0.30
H 1.685 -0.943 1.815 0.30
H 0.970 0.527 2.800 0.30
H -1.096 2.098 -1.814 0.21
H 1.526 -2.546 -2.428 0.12
H -2.728 1.370 -1.991 0.24
```

Calculated values
Total charge   +1
HOMO-LUMO gap   0.281 Ha
Lowest unoccupied orbital energy   -4.73 eV

(b)
Here is the ion C5H7IN with charge +1 from the OMol25 dataset. Energies are from ωB97M-V/def2-TZVPD.

```
14
Properties=species:S:1:pos:R:3:nbo_charge:R:1
C -1.415 1.542 0.042 0.00
C 1.370 0.087 0.491 -0.45
C 0.923 -1.328 0.125 -0.43
C -2.607 -0.379 -0.758 -0.18
C -0.046 -0.306 0.221 0.35
N -1.278 0.233 -0.173 -0.36
I -4.427 0.210 -0.031 0.38
H -0.511 2.145 0.349 0.24
H -2.307 1.901 -0.398 0.21
H 1.775 0.039 1.451 0.26
H 2.077 0.579 -0.196 0.27
H 0.905 -1.678 -0.868 0.26
H 0.836 -1.991 0.963 0.26
H -2.639 -1.427 -0.696 0.20
```

Calculated values
Total charge   +1
HOMO-LUMO gap (alpha / beta)   0.250 / 0.288 Ha
Lowest unoccupied orbital energy (alpha / beta)   -6.14 / -5.48 eV

(c)
Here is the ion C5H7IN with charge +1 from the OMol25 dataset. Energies are from ωB97M-V/def2-TZVPD.

```
14
Properties=species:S:1:pos:R:3:nbo_charge:R:1
C -0.924 3.278 -2.817 0.24
C 1.021 -2.286 1.021 -0.38
C -0.258 -1.716 1.246 -0.46
C -0.599 2.061 -0.718 -0.30
C 0.747 -0.769 0.853 -0.35
N -0.786 2.649 -1.847 -0.29
I 0.614 0.218 -1.062 0.76
H 0.972 -0.164 1.743 0.27
H -0.559 3.972 -3.441 0.24
H 1.675 -2.577 1.876 0.25
H 1.279 -2.897 0.128 0.25
H -1.125 -2.137 0.734 0.26
H -0.590 -1.458 2.313 0.24
H -1.468 1.826 -0.029 0.26
```

Calculated values
Total charge   +1
HOMO-LUMO gap   0.284 Ha
Lowest unoccupied orbital energy   -4.92 eV

Relative stability in eV, measured from the most stable structure: (a) 0.000; (b) 0.553; (c) 0.280

(a)
Here is an isolated molecule of C7H7NO3 from the OMol25 dataset. Energies are from ωB97M-V/def2-TZVPD.

```
18
Properties=species:S:1:pos:R:3:nbo_charge:R:1
O -2.193 -0.031 -0.604 -0.38
N -1.433 -0.935 -0.130 0.51
O -1.794 -2.029 0.333 -0.36
C -0.030 -0.585 -0.181 0.03
C 0.899 -1.560 0.130 -0.16
C 2.239 -1.203 0.244 -0.23
C 2.576 0.066 -0.069 -0.16
C 1.656 1.060 -0.300 -0.23
C 0.369 0.761 -0.484 -0.01
C -0.543 1.920 -0.285 -0.09
O -1.088 1.977 1.037 -0.69
H 0.484 -2.588 0.204 0.25
H 3.026 -1.958 0.352 0.23
H 3.685 0.401 0.202 0.22
H 1.970 2.081 -0.434 0.22
H -1.419 1.845 -1.044 0.23
H 0.106 2.791 -0.508 0.16
H -0.228 1.882 1.674 0.46
```

Calculated values
HOMO-LUMO gap   0.341 Ha
Structure (SMILES)   O=[N+]([O-])c1ccccc1CO
Lowest unoccupied orbital energy   -0.92 eV

(b)
Here is an isolated molecule of C7H7NO3 from the OMol25 dataset. Energies are from ωB97M-V/def2-TZVPD.

```
18
Properties=species:S:1:pos:R:3:nbo_charge:R:1
C -0.447 2.211 0.434 -0.66
C 0.173 0.953 0.232 -0.08
C 1.092 0.267 0.999 -0.19
C 1.606 -1.052 0.471 -0.16
C 0.923 -1.780 -0.432 -0.20
C -0.300 -1.094 -1.007 -0.26
N -1.370 -0.987 0.097 0.53
O -1.275 -1.727 1.066 -0.36
O -2.287 -0.206 -0.094 -0.38
C -0.040 0.428 -1.182 0.59
O -0.185 1.035 -2.199 -0.48
H -0.177 2.842 1.396 0.23
H -1.503 1.991 0.507 0.25
H -0.480 2.735 -0.476 0.25
H 1.266 0.397 2.020 0.22
H 2.450 -1.529 0.848 0.21
H 1.301 -2.631 -0.877 0.22
H -0.748 -1.855 -1.802 0.27
```

Calculated values
HOMO-LUMO gap   0.318 Ha
Structure (SMILES)   CC1=CC=C[C@@H]([N+](=O)[O-])C1=O
Lowest unoccupied orbital energy   -0.63 eV

Relative stability in eV, measured from the most stable structure: (a) 0.000; (b) 0.915

(a)
Here is an isolated molecule of C4H4N4O4 from the OMol25 dataset. Energies are from ωB97M-V/def2-TZVPD.

```
16
Properties=species:S:1:pos:R:3:nbo_charge:R:1
O 2.584 0.676 -1.155 -0.44
N 2.200 -0.430 -1.462 0.65
O 2.671 -1.148 -2.295 -0.36
N 1.147 -0.925 -0.747 -0.44
C 0.258 0.076 -0.046 0.34
N 0.647 1.167 0.620 -0.49
C -0.401 1.622 1.372 -0.06
C -1.469 0.789 1.212 -0.26
C -1.055 -0.222 0.310 -0.09
N -1.807 -1.315 -0.148 0.54
O -2.940 -1.446 0.252 -0.36
O -1.262 -2.082 -0.934 -0.44
H 0.600 -1.702 -1.135 0.45
H 1.560 1.590 0.509 0.46
H -0.296 2.499 1.978 0.23
H -2.436 0.850 1.671 0.25
```

Calculated values
HOMO-LUMO gap   0.322 Ha
Structure (SMILES)   O=[N+]([O-])Nc1[nH]ccc1[N+](=O)[O-]
Lowest unoccupied orbital energy   -0.64 eV

(b)
Here is an isolated molecule of C4H4N4O4 from the OMol25 dataset. Energies are from ωB97M-V/def2-TZVPD.

```
16
Properties=species:S:1:pos:R:3:nbo_charge:R:1
O 1.945 2.173 -0.492 -0.55
C 1.385 1.199 -0.104 0.79
N 1.933 -0.005 0.273 -0.63
C 0.972 -1.049 0.482 0.40
O 0.990 -1.944 -0.575 -0.71
N -0.251 -0.267 0.550 -0.29
C -1.546 -0.609 0.222 0.78
O -2.056 -1.690 0.327 -0.60
N -2.104 0.581 -0.207 -0.64
C -1.170 1.606 -0.351 0.78
O -1.358 2.704 -0.768 -0.54
N 0.005 1.042 0.136 -0.32
H 2.879 -0.233 0.013 0.43
H 1.136 -1.565 1.446 0.17
H 0.304 -2.615 -0.457 0.50
H -3.066 0.672 -0.495 0.44
```

Calculated values
HOMO-LUMO gap   0.375 Ha
Structure (SMILES)   O=C1N[C@H](O)n2c(=O)[nH]c(=O)n21
Lowest unoccupied orbital energy   0.42 eV

Relative stability in eV, measured from the most stable structure: (a) 7.154; (b) 0.000

(a)
Here is a cluster of 3 separate species, C2H8N3O in total from the OMol25 dataset. Energies are from ωB97M-V/def2-TZVPD.

```
14
Properties=species:S:1:pos:R:3:nbo_charge:R:1
C 0.633 -1.144 0.880 0.76
C 3.059 1.240 -1.679 0.33
N 1.280 -1.825 1.521 -0.56
N -0.046 -0.305 0.319 -0.84
N -2.545 0.113 0.708 -1.00
O 2.062 0.751 -1.196 -0.59
H 2.945 1.777 -2.568 0.14
H 4.087 1.013 -1.289 0.14
H -1.153 -0.157 0.528 0.44
H 0.491 0.407 -0.249 0.49
H -3.023 0.132 1.522 0.41
H -2.776 -0.664 0.069 0.40
H -2.647 0.874 0.097 0.40
H 2.051 -2.417 1.867 0.49
```

Calculated values
Total charge   +1
HOMO-LUMO gap   0.414 Ha
Lowest unoccupied orbital energy   -2.86 eV

(b)
Here is a cluster of 2 separate species, C2H8N3O in total from the OMol25 dataset. Energies are from ωB97M-V/def2-TZVPD.

```
14
Properties=species:S:1:pos:R:3:nbo_charge:R:1
C -1.096 -1.075 -1.275 0.57
N -0.547 -2.097 -1.923 -0.76
O -0.587 -0.489 -0.320 -0.73
H -2.101 -0.784 -1.600 0.15
H -1.052 -2.692 -2.545 0.42
H 0.189 -2.585 -1.439 0.41
N -0.061 1.927 0.684 -0.72
C 0.967 1.519 1.399 0.40
N 1.293 0.256 1.452 -0.72
H -0.692 1.219 0.293 0.45
H -0.349 2.896 0.756 0.43
H 1.531 2.228 1.988 0.23
H 1.968 -0.132 2.082 0.43
H 0.715 -0.430 0.948 0.45
```

Calculated values
Total charge   +1
HOMO-LUMO gap   0.439 Ha
Lowest unoccupied orbital energy   -2.92 eV

Relative stability in eV, measured from the most stable structure: (a) 3.228; (b) 0.000

(a)
Here is an isolated molecule of C2H7OPS from the OMol25 dataset. Energies are from ωB97M-V/def2-TZVPD.

```
12
Properties=species:S:1:pos:R:3:nbo_charge:R:1
C 2.070 0.594 0.432 -0.74
S 1.348 -0.931 -0.213 -0.12
P -0.483 -0.011 -0.705 1.57
C -1.740 -0.669 0.410 -1.04
O -0.213 1.414 -0.498 -1.09
H 3.182 0.491 0.525 0.23
H 1.747 0.831 1.431 0.22
H 2.081 1.404 -0.356 0.26
H -0.800 -0.585 -2.067 -0.07
H -1.385 -0.487 1.507 0.27
H -2.647 0.086 0.494 0.27
H -1.995 -1.644 0.102 0.24
```

Calculated values
HOMO-LUMO gap   0.373 Ha
Structure (SMILES)   CS[P@@H](C)=O
Lowest unoccupied orbital energy   0.81 eV

(b)
Here is an isolated molecule of C2H7OPS from the OMol25 dataset. Energies are from ωB97M-V/def2-TZVPD.

```
12
Properties=species:S:1:pos:R:3:nbo_charge:R:1
C 0.740 0.289 -2.021 -0.76
S 1.596 0.658 -0.437 -0.09
P 0.389 -0.593 0.804 1.55
C -1.132 0.318 1.430 -0.98
O 0.086 -1.966 0.413 -1.07
H 0.112 1.183 -2.306 0.23
H 0.018 -0.503 -1.683 0.23
H 1.290 -0.256 -2.850 0.25
H 1.220 -0.356 1.936 -0.10
H -1.604 -0.567 1.855 0.25
H -0.951 1.115 2.218 0.25
H -1.766 0.679 0.640 0.24
```

Calculated values
HOMO-LUMO gap   0.374 Ha
Structure (SMILES)   CS[P@@H](C)=O
Lowest unoccupied orbital energy   0.62 eV

Relative stability in eV, measured from the most stable structure: (a) 0.323; (b) 0.000

(a)
Here is a cluster of 2 separate species, H2N2O2 in total from the OMol25 dataset. Energies are from ωB97M-V/def2-TZVPD.

```
6
Properties=species:S:1:pos:R:3:nbo_charge:R:1
N 2.364 -0.400 -0.087 0.17
N -0.649 0.634 -0.175 -0.22
O 1.552 0.392 0.098 -0.18
O -1.224 -0.568 0.113 -0.55
H -0.904 1.228 0.564 0.29
H -1.139 -1.285 -0.513 0.48
```

Calculated values
HOMO-LUMO gap (alpha / beta)   0.354 / 0.305 Ha
Lowest unoccupied orbital energy (alpha / beta)   0.57 / -0.04 eV

(b)
Here is an isolated molecule of H2N2O2 from the OMol25 dataset. Energies are from ωB97M-V/def2-TZVPD.

```
6
Properties=species:S:1:pos:R:3:nbo_charge:R:1
N 0.369 -0.492 -0.306 -0.65
N -0.141 0.600 0.317 0.65
O -0.167 0.515 1.509 -0.39
O -0.462 1.483 -0.419 -0.39
H 0.353 -1.398 0.133 0.39
H 0.048 -0.709 -1.234 0.38
```

Calculated values
HOMO-LUMO gap   0.445 Ha
Structure (SMILES)   N[N+](=O)[O-]
Lowest unoccupied orbital energy   0.59 eV

Relative stability in eV, measured from the most stable structure: (a) 2.347; (b) 0.000